Record 1
A structure of composition C4H6BeO5 in a non-equilibrium geometry, computed with ωB97M-V/def2-TZVPD.

The geometry in XYZ format:
```
16
C4H6BeO5, DFT ωB97M-V/def2-TZVPD
O -2.03 -1.07 2.95
C -1.42 -1.07 1.79
O -1.62 -1.90 0.88
O -0.44 -0.23 1.76
H -2.50 -1.90 3.11
Be -2.21 -2.80 0.32
H 0.29 -1.96 0.08
C 0.21 0.13 0.44
C 0.94 -1.01 -0.17
O 2.24 -1.17 0.37
C 2.95 -0.09 0.61
O 4.06 -0.51 1.15
H -0.61 0.44 -0.22
H 0.87 0.95 0.75
H 1.00 -0.88 -1.26
H 4.62 0.25 1.35
```

Values from the calculation:
Strongest force on any atom ... 13.506 eV Å⁻¹
Calculated total energy ... -14872.663 eV
Multiplicity ... 2
Highest occupied orbital energy (alpha / beta) ... -12.253 / -12.535 eV
Relative energy (zero: lowest compared OMol25 entry of this formula, charge and spin) ... 12.7 kcal per mole
Net charge ... +1
LUMO (alpha / beta) ... -0.1752 / -0.1805 Eh

Atom charges from the natural (NBO) analysis, given in e for atoms 1 to 2: -0.560 1.093

=====

Record 2
A structure of composition C4H6Br2N2 in a non-equilibrium geometry, computed with ωB97M-V/def2-TZVPD.

The geometry in XYZ format:
```
14
C4H6Br2N2, DFT ωB97M-V/def2-TZVPD
Br -2.34 1.65 0.22
Br 0.12 1.87 2.26
C -1.20 0.73 1.46
H -1.82 0.29 2.25
H -0.69 -0.09 0.93
N 1.00 -1.60 0.05
C 1.55 -0.40 0.04
C 0.02 -1.55 -0.92
C 0.00 -0.31 -1.52
N 0.98 0.41 -0.90
H 2.37 -0.06 0.68
H -0.61 -2.41 -1.13
H -0.62 0.11 -2.32
H 1.24 1.38 -1.10
```

Values from the calculation:
Strongest force on any atom ... 1.449 eV Å⁻¹
Calculated total energy ... -147310.272 eV
Highest occupied orbital energy ... -9.026 eV
Relative energy (zero: lowest compared OMol25 entry of this formula, charge and spin) ... 0.6 kcal per mole
LUMO ... 0.0186 Eh

Atom charges from the natural (NBO) analysis, given in e for atoms 1 to 2: 0.040 0.038

=====

Record 3
An isolated molecule of C4H6Br2O in a non-equilibrium geometry, computed with ωB97M-V/def2-TZVPD.

The geometry in XYZ format:
```
13
C4H6Br2O, DFT ωB97M-V/def2-TZVPD
C 0.16 -1.86 -0.29
C -0.75 -0.86 -0.19
O -1.89 -0.69 -0.41
C 0.25 0.59 0.49
Br 0.16 0.41 2.52
C -0.16 1.90 -0.01
Br 0.13 1.77 -1.91
H -0.46 -2.71 -0.61
H 0.84 -2.01 0.69
H 0.92 -1.57 -1.10
H 1.30 0.29 0.19
H 0.59 2.60 0.40
H -1.09 2.13 0.24
```

Values from the calculation:
Strongest force on any atom ... 7.645 eV Å⁻¹
Calculated total energy ... -146375.892 eV
Highest occupied orbital energy ... -9.160 eV
SMILES string ... CC(=O)[C@H](Br)CBr
Relative energy (zero: lowest compared OMol25 entry of this formula, charge and spin) ... 38.5 kcal per mole
LUMO ... 0.0183 Eh

Atom charges from the natural (NBO) analysis, given in e for atoms 1 to 2: -0.775 0.671

=====

Record 4
A cluster of 2 separate species, C4H6Br2O in total in a non-equilibrium geometry, computed with ωB97M-V/def2-TZVPD.

The geometry in XYZ format:
```
13
C4H6Br2O, DFT ωB97M-V/def2-TZVPD
C 1.74 -0.65 0.97
C 0.49 -0.38 1.16
C -0.40 0.36 -1.59
C -0.67 0.89 -0.19
O -1.96 0.65 0.27
Br 2.80 -1.87 2.04
Br -0.71 -1.32 2.18
H 2.42 -0.07 0.50
H -0.34 -0.72 -1.56
H 0.58 0.86 -1.85
H -1.26 0.68 -2.24
H -0.32 1.79 0.12
H -2.38 -0.22 0.20
```

Values from the calculation:
Strongest force on any atom ... 5.950 eV Å⁻¹
Calculated total energy ... -146369.928 eV
Multiplicity ... 3
Highest occupied orbital energy (alpha / beta) ... -4.831 / -8.811 eV
Relative energy (zero: lowest compared OMol25 entry of this formula, charge and spin) ... 76.1 kcal per mole
LUMO (alpha / beta) ... 0.0155 / -0.1282 Eh

Atom charges from the natural (NBO) analysis, given in e for atoms 1 to 2: -0.262 -0.168